1.
Density functional theory data (wB97M-V/def2-TZVPD) for a 2-piece molecular cluster, C6H10N overall at a distorted geometry.

Positions of all 17 atoms, in Å:
C 3.36653 0.52598 1.59698
C 3.07274 0.61284 0.33917
C -3.79530 -0.80899 -0.46705
C -2.62529 -0.55368 0.17026
C -0.23828 -0.08794 -0.17324
C 2.62474 0.52901 -0.89084
N -1.47561 -0.09426 -0.52763
H 4.36000 0.34514 2.01543
H -4.55968 -1.11171 0.15002
H -3.90344 -0.64098 -1.48278
H -2.36260 -0.52477 1.22832
H 2.70030 1.05962 2.22258
H 0.56752 0.34166 -0.74764
H 0.04070 -0.35124 0.85238
H 2.43095 -0.51975 -1.15835
H 2.65638 1.33967 -1.55251
H -1.79860 0.17911 -1.46009

Force components x, y, z for each atom (eV/Å):
C 1.1113 0.8233 -0.1065
C -0.0837 -0.3653 -0.5266
C 3.9260 1.0057 2.2029
C -0.4903 0.0642 0.4102
C -1.2278 0.6358 0.8794
C 0.7871 -1.5753 1.5360
N -0.0662 -0.2813 -1.3757
H -0.2877 -0.1439 -0.4169
H -1.9059 -0.6827 0.9161
H -0.3513 0.0444 -1.8697
H -0.9182 -0.6647 -0.0308
H -0.8932 -0.0888 1.0259
H -0.2095 -0.1054 -0.5834
H -0.3634 -0.2948 -0.2813
H -0.2817 0.6253 -0.5247
H 0.1741 0.7836 -1.1176
H 1.0806 0.2201 -0.1371

- Energy above the lowest of the compared OMol25 structures with the same formula, charge and spin: 2.992 eV
- Net charge: +1
- Multiplicity: 1
- Lowest unoccupied orbital energy: -5.46 eV
- HOMO energy: -13.04 eV
- HOMO-LUMO gap: 7.58 eV

***

2.
Density functional theory data (wB97M-V/def2-TZVPD) for C3H3IN2S as an isolated structure at a distorted geometry.

Positions of all 10 atoms, in Å:
C 0.22856 -1.51037 0.58830
C 0.37677 -2.24445 2.04295
C 0.22137 -0.04204 0.23783
N 0.31796 -2.44599 -0.30568
N 0.64613 -3.47851 1.91267
S 0.42555 -3.93718 0.33505
I 0.65153 -0.85487 3.48066
H 0.32346 0.69353 0.97770
H 1.26040 0.10335 -0.28577
H -0.51822 0.09732 -0.51299

Force components x, y, z for each atom (eV/Å):
C 0.6045 -2.3373 2.3608
C 0.5407 2.4841 -4.3277
C 3.1708 -1.6409 -1.9208
N -0.8927 0.9946 -0.3382
N -0.9887 -0.6592 0.8248
S 0.7413 0.2214 0.3564
I 0.1149 0.0656 1.5718
H -0.7859 0.5873 1.3734
H -1.8058 -0.3161 0.4906
H -0.6992 0.6006 -0.3912

- Energy above the lowest of the compared OMol25 structures with the same formula, charge and spin: 0.719 eV
- Net charge: 0
- Multiplicity: 1
- Lowest unoccupied orbital energy: 0.25 eV
- HOMO energy: -8.99 eV
- HOMO-LUMO gap: 9.24 eV

***

3.
Density functional theory data (wB97M-V/def2-TZVPD) for the molecule C6H9N at a distorted geometry.

Positions of all 16 atoms, in Å:
C -1.01055 -1.79291 0.55151
C 0.02001 -0.71325 0.38693
C 1.27814 -0.81533 -0.24172
C 1.84920 0.44801 -0.25072
N 1.04885 1.26681 0.47272
C -0.18703 0.64771 0.65288
C -1.06852 1.33922 -0.36198
H -0.65825 -2.74891 0.15176
H -1.95513 -1.54056 0.05183
H -1.24956 -1.94958 1.61088
H 1.68308 -1.69211 -0.72803
H 2.77151 0.79611 -0.69294
H 1.08017 2.27289 0.41509
H -2.02469 0.85032 -0.55126
H -0.38122 1.21520 -1.24700
H -1.19601 2.41638 -0.21996

Force components x, y, z for each atom (eV/Å):
C 0.0044 -0.0078 -0.0707
C 0.0356 0.0354 -0.1395
C 0.0855 -0.1077 0.0380
C 0.3878 -0.2354 0.4057
N 0.1639 0.0613 -0.5040
C 0.1445 -0.0970 0.0027
C -0.1923 0.1259 -0.2662
H -0.0384 0.1724 -0.0071
H 0.1409 0.0145 0.0321
H 0.1000 0.0736 -0.2195
H 0.1016 0.0088 0.2409
H 0.1233 -0.1565 0.3146
H 0.1623 -0.1247 -0.1130
H 0.0426 0.1497 0.1135
H -1.0612 0.2161 -0.0045
H -0.2006 -0.1286 0.1771

- Energy above the lowest of the compared OMol25 structures with the same formula, charge and spin: 1.938 eV
- Net charge: 0
- Structure (SMILES): Cc1cc[nH]c1C
- Multiplicity: 1
- Lowest unoccupied orbital energy: 1.03 eV
- HOMO energy: -7.64 eV
- HOMO-LUMO gap: 8.67 eV

***

4.
Density functional theory data (wB97M-V/def2-TZVPD) for a 2-piece molecular cluster, H2N3O2S overall at a distorted geometry.

Positions of all 8 atoms, in Å:
N -2.34913 0.37299 0.34701
N 1.25619 -1.05245 0.39844
N 1.51595 0.26580 -0.08911
O 0.23806 -1.53525 -0.00404
O 0.72438 0.83133 -0.81880
S 2.98187 0.77074 0.29091
H -1.68858 0.82516 -0.16274
H -2.67875 -0.47833 0.03833

Force components x, y, z for each atom (eV/Å):
N -2.3537 1.2847 4.0551
N 1.3978 0.2116 0.8438
N -0.8978 -1.9428 0.2023
O -1.6030 -0.2706 -0.7329
O -1.6410 0.8174 -1.0574
S 2.6295 1.2093 0.7453
H 2.6830 0.9171 -2.5214
H -0.2148 -2.2267 -1.5346

- Energy above the lowest of the compared OMol25 structures with the same formula, charge and spin: 1.257 eV
- Net charge: -1
- Multiplicity: 3
- Lowest unoccupied orbital energy (alpha / beta): 4.10 / 2.85 eV
- HOMO energy (alpha / beta): -2.92 / -4.19 eV
- HOMO-LUMO gap (alpha / beta): 7.01 / 7.03 eV

***

5.
Density functional theory data (wB97M-V/def2-TZVPD) for C38H37As2CuN2O2 as an isolated structure at a distorted geometry.

Positions of all 82 atoms, in Å:
Cu -0.44007 0.17206 1.23663
O 5.34733 0.60249 4.80582
C 4.26734 -0.20427 5.25650
C 3.09249 -0.14646 4.31634
C 1.93960 -0.87027 4.61856
C 0.87333 -0.80671 3.74257
N 0.87888 -0.08212 2.60620
C 1.99258 0.63465 2.28970
C 3.10769 0.61009 3.13424
C 1.93363 1.41736 1.01854
C 2.96953 2.23995 0.56495
C 2.84158 2.94044 -0.64540
C 3.96374 3.81092 -1.13672
O 5.09547 3.01938 -1.47113
C 1.66773 2.79644 -1.37903
C 0.68124 1.97240 -0.87410
N 0.79155 1.29428 0.28643
H 6.05915 0.50438 5.46054
H 3.96495 0.15540 6.24555
H 4.62375 -1.23659 5.33593
H 1.86670 -1.47434 5.51656
H -0.04574 -1.35297 3.93363
H 4.00332 1.17150 2.89236
H 3.88876 2.35425 1.13001
H 4.25206 4.53484 -0.36770
H 3.66817 4.37329 -2.02846
H 4.77622 2.13183 -1.70967
H 1.51542 3.31040 -2.32199
H -0.25588 1.82578 -1.40348
C -1.92264 -2.37005 -0.34142
C -2.83022 -1.23011 0.09645
As -2.12941 0.49960 -0.53546
C -3.44035 1.61271 0.38836
C -2.98281 2.64735 1.21322
C -3.89427 3.46118 1.89249
C -5.26760 3.24390 1.74918
C -5.72986 2.21287 0.92532
C -4.81946 1.39776 0.24487
C -2.96657 0.66785 -2.30257
C -3.58476 -0.40783 -2.96195
C -4.17040 -0.21959 -4.21811
C -4.14288 1.03909 -4.82405
C -3.52753 2.11181 -4.17509
C -2.94099 1.92619 -2.92012
As -0.12871 -2.17130 0.48545
C 0.77497 -1.05730 -0.85388
C 1.43512 0.09133 -0.39063
C 2.10258 0.93489 -1.28278
C 2.12013 0.63367 -2.64611
C 1.46599 -0.50809 -3.11631
C 0.79271 -1.35041 -2.22548
C 0.57440 -3.94349 0.01233
C 0.24844 -4.60358 -1.18558
C 0.75562 -5.87991 -1.44827
C 1.58631 -6.50930 -0.51852
C 1.90851 -5.86342 0.67721
C 1.40235 -4.58704 0.94216
H -1.85445 -2.43486 -1.44435
H -2.36451 -3.31293 0.04420
H -2.85073 -1.21275 1.20684
H -3.86887 -1.38746 -0.25676
H -1.92048 2.82034 1.32933
H -3.53589 4.25928 2.53005
H -5.97259 3.87407 2.27580
H -6.79328 2.04592 0.81447
H -5.18946 0.60477 -0.39053
H -3.62307 -1.39029 -2.52192
H -4.64722 -1.05038 -4.72207
H -4.59810 1.18279 -5.79547
H -3.50586 3.08733 -4.64352
H -2.46844 2.76449 -2.42420
H 1.42744 0.33427 0.66489
H 2.60600 1.82041 -0.91668
H 2.63921 1.28517 -3.33714
H 1.48035 -0.74040 -4.17341
H 0.29522 -2.21814 -2.61691
H -0.40606 -4.15615 -1.91411
H 0.49788 -6.38432 -2.37079
H 1.97414 -7.49912 -0.72191
H 2.54666 -6.35360 1.40100
H 1.65239 -4.09865 1.87528
H -1.52951 0.68306 2.37375

Force components x, y, z for each atom (eV/Å):
Cu -3.8266 0.2361 2.2743
O 0.2432 -0.0205 0.1694
C 0.3605 0.2385 -0.0369
C -0.0279 0.4616 -0.8761
C -0.1849 0.0944 -0.2210
C -0.0326 0.3569 -0.5160
N 2.9189 -0.0279 1.2659
C -0.4810 0.1505 1.5835
C 0.4347 -0.1652 0.5277
C 7.1820 6.8560 5.6811
C -1.1488 0.0392 3.0999
C 1.6422 8.8810 0.9190
C -0.6185 -0.1804 0.1347
O 0.5682 -0.5624 -0.0346
C -2.2500 5.8519 0.9781
C -0.4766 3.1807 -4.2734
N -4.7734 0.9714 -0.0776
H -0.3369 0.1448 -0.4541
H -0.2300 -0.2300 0.0178
H -0.2863 -0.1040 0.1025
H 0.0029 0.0535 -0.0628
H 0.0328 0.0764 -0.0764
H -0.1318 -0.0662 0.0575
H -0.1595 -0.1290 -0.0363
H 0.2967 -0.1177 -0.1487
H -0.2630 0.0639 0.1043
H 0.2195 0.5568 0.0767
H 0.0309 -0.2023 0.0548
H 0.2416 -0.1414 0.0080
C -0.3216 -0.5008 -0.2558
C -0.5288 -0.3249 0.0625
As -1.4284 -0.0046 0.5835
C -0.3546 0.4368 0.0928
C -0.6571 0.1870 -0.1566
C -0.1600 -0.3534 -0.3790
C 0.3088 -0.3344 -0.2417
C 0.4783 0.1034 0.1153
C 0.3691 0.5244 0.3951
C -0.4266 -0.4488 -0.4365
C 0.0658 0.7824 -0.4581
C 0.2312 0.4366 0.1606
C 0.1465 -0.1231 0.3624
C 0.0473 -0.4114 0.2818
C -0.1966 -0.5209 -0.4123
As -0.4610 -0.9885 -0.4337
C -2.2941 -2.6847 -3.1775
C -1.4858 -2.7716 -2.0316
C -0.4453 -4.4326 -3.5244
C -0.2812 -3.3789 -2.8747
C 1.9946 2.9336 -0.3679
C -0.4998 -0.2116 3.3772
C 0.1387 -0.3449 -0.1942
C 0.4780 -0.4472 0.5444
C 0.0757 0.2904 0.4304
C -0.1166 0.4106 0.1585
C -0.2774 0.1673 -0.3662
C -0.1041 -0.2534 -0.5176
H 0.0407 -0.0667 0.4619
H 0.5085 0.2831 -0.2894
H -0.0310 0.4036 -0.7114
H 0.4693 0.0977 0.0811
H -0.0526 -0.1051 0.0465
H 0.0100 -0.0041 -0.0044
H -0.0146 -0.0047 0.0030
H -0.0174 -0.0175 -0.0071
H 0.0037 -0.0450 -0.1001
H 0.0202 -0.1369 0.1863
H -0.0110 -0.0155 -0.0011
H -0.0004 0.0007 0.0060
H -0.0066 0.0123 0.0097
H 0.0010 0.0863 0.0917
H 3.4036 -7.4426 1.3454
H 2.8862 -6.7614 -1.5928
H 0.0073 0.0701 -0.1064
H -0.0209 0.0356 -0.0264
H -0.0275 -0.3270 0.0883
H -0.1336 0.1474 -0.0598
H -0.0079 0.0150 -0.0044
H 0.0015 0.0090 0.0036
H 0.0007 0.0107 0.0076
H -0.0151 0.0628 0.0298
H -0.2554 -0.3113 -0.4359

- Net charge: 0
- Multiplicity: 1
- Lowest unoccupied orbital energy: -0.94 eV
- HOMO energy: -5.96 eV
- HOMO-LUMO gap: 5.02 eV

***

6.
Density functional theory data (wB97M-V/def2-TZVPD) for the molecule C6H10.

Positions of all 16 atoms, in Å:
C 2.20677 0.09170 0.14878
C 0.71711 0.13498 0.01664
C -0.06580 1.20747 -0.12364
C -1.50686 0.78950 -0.32990
C -1.51429 -0.58737 0.34825
C -0.13368 -1.12289 -0.05050
H 2.65268 -0.48043 -0.67530
H 2.63743 1.09809 0.13659
H 2.51029 -0.40329 1.08041
H 0.27670 2.23986 -0.14050
H -2.26100 1.48922 0.04121
H -1.68738 0.65247 -1.40967
H -1.54408 -0.44849 1.43641
H -2.34883 -1.23072 0.05444
H -0.17066 -1.47582 -1.09516
H 0.23161 -1.95426 0.56193

Force components x, y, z for each atom (eV/Å):
C 0.0422 0.0342 -0.0077
C -0.0634 0.1025 -0.0179
C 0.1006 -0.0831 -0.0088
C -0.0650 0.0430 -0.0272
C -0.0386 -0.0331 -0.0439
C 0.0402 -0.0607 0.0063
H -0.0646 0.0749 0.1171
H -0.0671 -0.1549 0.0095
H -0.0695 0.0647 -0.1423
H -0.0233 -0.1890 -0.0668
H 0.1444 -0.0787 0.0546
H -0.0637 0.1172 0.1544
H -0.0302 -0.0485 -0.1523
H 0.1086 0.0751 -0.0277
H 0.0748 -0.0287 0.1625
H -0.0255 0.1650 -0.0097

- Energy above the lowest of the compared OMol25 structures with the same formula, charge and spin: 0.078 eV
- Net charge: 0
- Structure (SMILES): CC1=CCCC1
- Multiplicity: 1
- Lowest unoccupied orbital energy: 1.17 eV
- HOMO energy: -8.77 eV
- HOMO-LUMO gap: 9.93 eV